(1)
This record from the OMol25 dataset describes a cluster of 3 separate species, C4H13NO2 in total at a distorted geometry. The level of theory is ωB97M-V/def2-TZVPD.

Atoms and positions in Å:
O: -2.1487 0.4009 -0.9486
O: -4.2137 -0.3058 0.8329
N: 0.3227 1.0019 0.3077
C: -0.5182 0.9143 1.5410
C: 1.5487 0.1800 0.3755
C: 2.9765 -1.0633 -1.3992
C: 1.7647 -0.7442 -0.6156
H: -1.2040 0.6223 -0.7802
H: 0.8155 1.8725 0.4733
H: -2.0485 0.0762 -1.8506
H: 3.4460 -0.1186 -1.5830
H: -1.1972 1.7964 1.6269
H: 0.9164 -1.4298 -0.4652
H: -3.9527 -1.0508 0.2525
H: 2.6432 -1.5413 -2.3242
H: -1.1159 -0.0056 1.4455
H: -3.6855 0.2725 0.2333
H: 1.8172 0.0874 1.4301
H: 0.1853 0.8416 2.3758
H: 3.6482 -1.8065 -0.9281

## Properties
Relative energy (zero: lowest compared OMol25 entry of this formula, charge and spin) (kcal/mol): 98.0
HOMO energy (hartree): -0.29680
Orbital gap (eV): 8.04
Multiplicity: 1

Atomic partial charges in e from the Löwdin method, atoms 1 to 6: -0.087, -0.108, -0.148, -0.114, -0.159, -0.104


(2)
This record from the OMol25 dataset describes a cluster of 12 separate species, C68H187N24O9P7 in total at a distorted geometry. The level of theory is ωB97M-V/def2-TZVPD.

Atoms and positions in Å:
P: 3.7583 -4.1713 0.0663
P: -0.9052 -7.4870 -1.7504
P: 1.0607 5.7854 4.9018
P: -2.5086 -1.8912 5.8852
P: -6.2956 2.0413 -4.5307
P: 2.1693 -0.2589 -4.9209
P: 6.0598 2.1235 -1.0661
O: 2.5103 5.9766 4.9686
O: 7.4955 2.4628 -0.7937
O: 3.1706 -3.7108 -1.2037
O: -3.3355 -4.1207 -0.2791
O: -7.1694 2.0789 -3.3258
O: -0.0585 -8.6980 -1.8923
O: 1.9390 0.4775 -3.6463
O: -3.2463 -1.8511 4.5772
O: -0.5719 3.4677 -4.1311
N: 0.1974 7.1722 4.8358
N: 3.7525 -0.3137 -5.3581
N: 6.0123 0.6584 -1.9611
N: -1.3136 -7.2125 -0.2206
N: 3.7961 -5.8040 0.1807
N: 0.5629 4.7717 3.6599
N: -0.1370 -6.0785 -2.1924
N: -2.3078 -7.6284 -2.5402
N: 5.3015 -3.5035 0.2076
N: 1.3649 0.4364 -6.2207
N: -6.0700 3.5801 -5.1299
N: 5.4028 3.3710 -2.0055
N: 0.4233 5.0490 6.2025
N: 1.7205 -1.8783 -4.7643
N: -7.0402 1.3128 -5.8081
N: 3.1496 -3.5516 1.4417
N: -4.7459 1.4314 -4.2413
N: -1.3550 -3.0520 5.7496
N: 4.9665 1.9153 0.2035
N: -3.3396 -2.1463 7.3394
N: -1.9012 -0.3960 6.2311
N: 3.5425 0.5901 4.7221
N: -4.5043 3.8462 0.1013
N: -0.0449 -0.2036 0.1368
C: 3.4467 1.9018 5.2682
C: 3.9853 3.4345 -2.4048
C: -6.4971 5.3704 0.0357
C: 4.5907 0.8745 -5.3356
C: -4.3308 1.7327 1.4520
C: -4.1298 2.4667 0.1451
C: 6.2676 -3.7261 -0.8993
C: 1.6233 0.6468 3.2413
C: 2.1734 0.0751 4.5129
C: -0.0537 5.3307 -2.8774
C: -0.1732 -3.1441 6.5274
C: -0.4451 -4.7573 -1.6507
C: -6.6837 4.0562 -6.3725
C: -0.1880 -6.8804 0.6285
C: -0.6456 4.0071 3.6585
C: -3.3563 -2.9328 -1.0268
C: 4.6549 -1.6951 4.9058
C: -0.3074 5.7877 7.2558
C: 1.4685 1.6496 -0.5129
C: 3.0954 -2.1051 1.5817
C: 4.6427 2.8046 4.9151
C: -3.7017 1.3678 -5.2323
C: -3.6534 -3.4724 7.7592
C: 2.0974 -2.6740 -3.6043
C: -0.8223 -0.0657 -2.1353
C: 0.9283 8.4310 4.5418
C: -4.5622 0.5623 -3.0936
C: 4.9095 -0.2744 -2.0036
C: -3.2103 -6.3928 -2.6133
C: -5.2441 -2.8612 0.3699
C: -2.3907 -8.4780 -3.7512
C: 4.3333 -1.3923 -6.1471
C: 0.1704 -6.0242 -3.5826
C: -1.2669 -1.9093 1.5999
C: 1.8054 0.5932 -7.6415
C: 5.2784 0.8513 1.1866
C: -1.7034 0.5756 5.1448
C: 0.8299 3.6154 -4.0278
C: 0.7894 3.6326 6.4337
C: -4.2775 -3.9674 0.7864
C: 2.0566 -4.2352 2.1372
C: 4.3932 -0.3054 5.5387
C: 0.0312 0.8658 -5.9939
C: 7.2789 -0.0576 -2.1331
C: -1.2244 -0.4777 0.9890
C: -0.0370 -0.8351 -1.1684
C: -3.6939 4.6566 -0.8368
C: -1.5561 0.1852 7.5421
C: 6.0509 -3.0490 1.3625
C: 3.4997 -6.4259 -1.0976
C: -1.1848 4.4324 -3.2568
C: 1.0158 -2.5393 -5.7887
C: -5.9672 3.9380 -0.1740
C: -1.5035 -4.0728 4.7031
C: 4.8823 -6.4571 0.8860
C: -5.0729 4.4981 -4.4757
C: 6.1536 4.5796 -2.0530
C: -1.1900 7.1284 4.4293
C: -6.2218 0.7119 -6.8705
C: -4.2411 -1.0758 7.8249
C: 4.7080 3.1092 0.9054
C: -2.5099 5.1746 -0.0551
C: 0.1520 1.2682 0.1211
C: -2.2379 -8.1401 0.4007
C: 1.1345 5.0443 2.3333
C: -4.8119 -2.3739 -0.9896
C: -8.3261 0.7079 -5.5801
C: 1.1097 5.0174 -3.7627
H: -1.8596 -9.4036 -3.4752
H: 3.7890 -2.3072 4.8512
H: 1.2776 3.1619 5.5829
H: 6.5767 -2.7234 -1.2421
H: -6.5304 3.1955 0.5179
H: 5.3211 0.1815 5.5472
H: -5.4078 1.6111 1.6697
H: -6.1262 5.0053 -6.5858
H: 5.2402 -0.1256 0.7291
H: -1.6763 0.3006 -1.6754
H: -3.8330 0.7532 1.3850
H: -2.5138 -7.6658 1.3592
H: 4.5117 0.7741 1.9755
H: 2.2642 0.3566 2.3312
H: -1.0259 3.9390 4.7009
H: -0.6859 0.2433 -6.5520
H: -1.3123 7.1765 3.3412
H: 1.0883 0.0404 -8.3184
H: -4.0534 1.8818 -6.1078
H: -1.8823 -8.0356 -4.5906
H: 2.3209 -4.2997 3.1980
H: 5.6177 3.6194 1.2769
H: -4.7581 1.9413 -0.5953
H: -6.2090 -3.2733 0.3532
H: 0.1309 1.5677 1.1820
H: 6.9418 -3.6693 1.5476
H: -0.1366 1.8825 -6.2713
H: -2.8693 -4.0966 7.4577
H: -8.8560 0.7908 -6.5046
H: -0.2142 0.8027 -4.9491
H: 1.4767 1.3757 -1.5724
H: 0.4299 -4.0649 -1.6675
H: -3.0283 -3.0963 -2.0561
H: -0.7021 5.0284 7.9067
H: 5.1561 -5.9047 1.8412
H: -2.8941 -5.5868 -1.9574
H: 3.3620 1.9865 6.3616
H: -4.7199 -4.9197 1.0007
H: -0.6807 1.8252 -0.2823
H: 7.3721 -0.2743 -3.2406
H: 3.5178 -1.7671 2.5143
H: -4.5724 -3.9300 7.3812
H: -7.7090 4.2998 -6.1190
H: 5.5148 2.2962 5.3471
H: -6.9182 0.3459 -7.6082
H: -1.8289 5.7420 -0.6563
H: -6.4826 5.5818 1.0795
H: 0.4932 9.1984 5.1718
H: -4.4074 -0.5111 -3.3449
H: 5.8566 -6.3683 0.3706
H: -3.8608 2.3542 2.2355
H: -7.4641 5.5431 -0.3384
H: 1.1913 -3.0658 -3.0067
H: 3.9709 -0.3749 6.5095
H: 1.0050 -5.2838 -3.7472
H: -3.1721 -5.9375 -3.6479
H: 1.7469 1.6356 -7.9822
H: 1.2282 5.6175 -4.7121
H: -1.5806 6.1504 4.7142
H: -1.9574 4.3397 0.3103
H: -0.3263 -2.1175 2.1835
H: 1.5485 2.7128 -0.4869
H: -0.0368 -4.0747 7.0748
H: -0.3578 6.4208 -2.8839
H: -2.7882 1.9209 -4.9454
H: -0.7057 -5.6321 -4.1339
H: 5.0078 -1.1879 -1.4096
H: 0.9570 -0.9677 -1.4503
H: 1.0116 8.7234 3.4824
H: 1.2050 2.9414 -3.2023
H: 2.6329 -3.5641 -3.8391
H: 4.2583 -6.3334 -1.8897
H: 1.0298 -1.8971 -6.7013
H: 4.7450 -1.0735 -7.1072
H: 6.2914 0.8957 1.6396
H: 0.5089 -6.9442 -3.9890
H: -1.3937 4.4087 2.9544
H: 3.8725 2.9323 1.6186
H: -3.6287 -3.5913 8.8195
H: 4.8334 1.1608 -6.3624
H: 3.5053 -2.0819 -6.2955
H: -4.1587 -0.8505 8.8923
H: 0.6455 0.2012 2.9428
H: 5.1425 -1.6919 3.9606
H: 3.9566 0.1282 -1.5937
H: -3.1328 2.3126 -0.2792
H: -2.2075 1.1235 7.7481
H: -4.2382 -6.5827 -2.4025
H: -0.4807 -1.8292 -1.0962
H: -3.9849 -0.1908 7.2814
H: 4.0751 1.7259 -4.8423
H: -0.0898 3.0481 6.5141
H: 1.4965 4.0997 1.8853
H: -1.1755 -4.2133 -2.2597
H: -0.4935 0.4599 7.4798
H: -4.4875 4.9986 -5.2943
H: -5.5338 1.3818 -7.3372
H: 2.1518 -1.0068 4.4052
H: -3.4016 0.3454 -5.4938
H: -5.6110 -0.1506 -6.5867
H: -3.5087 3.9574 -1.5966
H: 4.5603 3.7747 5.3175
H: 0.3217 5.2228 -1.8424
H: 6.3572 -2.0123 1.1973
H: 2.0772 5.1224 -3.2632
H: -0.6147 0.8485 5.0196
H: 1.9216 -5.2401 1.7436
H: 1.9026 8.2671 4.9506
H: -5.4580 0.6960 -2.4275
H: 5.2880 -2.2657 5.5865
H: 1.9156 5.7824 2.4198
H: -5.3708 -2.8130 -1.8299
H: -1.8654 7.9605 4.8396
H: 1.5235 -3.4795 -6.1014
H: -0.2386 0.7638 -2.6036
H: -1.8748 -9.1277 0.6160
H: 1.5903 3.4904 7.2036
H: -2.6987 -2.1427 -0.6263
H: -3.7245 0.8599 -2.5304
H: 3.7277 -1.7197 0.7743
H: -5.9203 6.1660 -0.4520
H: -2.0203 4.9312 -3.7271
H: 7.0074 -4.5032 -0.6074
H: -2.4074 -3.8033 4.1024
H: -1.2765 0.3070 1.7294
H: 8.1231 0.5610 -1.8079
H: -1.1856 -2.6727 0.8574
H: -1.1261 6.3192 6.8337
H: 1.1114 -3.6938 2.0493
H: -4.7961 -1.2782 -1.0927
H: -2.1231 -0.2302 0.3619
H: -5.2964 -1.2553 7.5987
H: -0.0326 -2.2116 7.0708
H: -0.5758 -4.1754 4.1782
H: 0.3388 5.4098 1.6953
H: -8.7941 1.2924 -4.7893
H: 0.4060 6.4957 7.7241
H: -1.1733 -0.6736 -2.9821
H: -5.2925 -2.0751 1.1129
H: -3.0961 -8.3628 -0.2377
H: 2.8379 0.2942 -7.7414
H: 0.3559 -6.1695 0.0427
H: 5.7186 -4.1022 -1.7298
H: -4.4164 5.4481 -1.2476
H: -6.1959 3.5500 -1.1985
H: -1.7930 -5.0328 5.1247
H: 3.4917 2.4714 -2.3017
H: 1.4724 0.2447 5.4163
H: 0.4478 -7.7383 0.9080
H: -4.4129 3.8970 -3.8574
H: 5.4902 0.6706 -4.7636
H: 2.1775 -1.5821 1.3877
H: -2.1419 -2.0287 2.2774
H: 2.7015 -2.1559 -2.8869
H: -6.6053 3.3173 -7.1568
H: 5.1181 -1.9975 -5.6566
H: -8.2708 -0.2957 -5.2132
H: 3.9337 3.6552 -3.4648
H: -2.8684 5.7544 0.7489
H: 4.6520 -7.5133 1.1440
H: 0.6667 -3.1528 5.8150
H: 4.2068 3.8726 0.3001
H: 7.3426 -1.0195 -1.6253
H: 6.3348 4.9487 -0.9497
H: -3.7572 -3.7290 1.7224
H: 3.3195 -7.4773 -0.8501
H: -0.8756 -4.8080 -0.6145
H: -0.0272 -2.7144 -5.5529
H: 5.5889 5.3738 -2.5911
H: 1.5327 1.7899 3.2177
H: 4.6447 -0.5942 -3.0113
H: 2.5896 -5.9442 -1.4906
H: 3.4161 4.2323 -1.9399
H: -1.5571 3.8543 -2.4642
H: 2.3083 1.1960 -0.0663
H: 5.5011 -3.0094 2.3578
H: -2.2912 1.4647 5.3674
H: 7.1230 4.5223 -2.4880
H: -0.4713 2.9889 3.3183
H: -1.7242 -0.5198 8.3395
H: -3.3914 -8.8184 -3.9420
H: 4.6844 2.9359 3.8159
H: -0.6083 -6.4392 1.5473
H: -5.5440 5.3156 -3.8822
H: 1.2635 3.3199 -5.0050
H: -2.0213 0.1227 4.1869
H: 2.5954 2.4097 4.8407

## Properties
HOMO energy (hartree): -0.29200
Orbital gap (eV): 8.37
Multiplicity: 1

Atomic partial charges in e from the Löwdin method, atoms 1 to 6: 0.487, 0.419, 0.439, 0.537, 0.520, 0.551


(3)
This record from the OMol25 dataset describes a cluster of 2 separate species, C2H7NO2 in total at a distorted geometry. The level of theory is ωB97M-V/def2-TZVPD.

Atoms and positions in Å:
O: -2.8191 -0.2807 -0.0575
O: 2.3881 -1.3555 -0.5769
N: 0.5729 1.0000 0.2577
C: -1.7156 0.2489 -0.4235
C: -0.8110 0.7365 0.6752
H: 1.6636 -1.7633 -0.0794
H: 0.7877 0.3906 -0.5222
H: -1.3764 0.1724 -1.4750
H: -0.8195 -0.0964 1.4246
H: -1.2693 1.5357 1.2703
H: 1.2351 0.8225 1.0112
H: 2.1637 -1.4107 -1.5045

## Properties
Relative energy (zero: lowest compared OMol25 entry of this formula, charge and spin) (kcal/mol): 28.4
HOMO energy (spin up / spin down) (hartree): 0.01859 / -0.12400
Orbital gap (spin up / spin down) (eV): 3.61 / 7.34
Multiplicity: 2
Net charge: -1
Expectation value of S²: 0.753

Atomic partial charges in e from the Löwdin method, atoms 1 to 6: -0.250, -0.125, -0.053, -0.466, -0.368, 0.027


(4)
This record from the OMol25 dataset describes a structure of composition C47H47FHfIN4O5SSi at a distorted geometry. The level of theory is ωB97M-V/def2-TZVPD.

Atoms and positions in Å:
Hf: 1.3285 0.4545 -1.3944
I: 3.7356 0.4084 -3.0467
S: 2.7652 2.1783 -0.0051
Si: -2.0805 0.7755 -0.0074
F: 1.9483 2.2535 5.3132
O: 1.9881 -1.5577 -1.1157
O: 0.4284 -0.2323 -3.0526
O: 1.3611 0.0170 0.9106
O: 0.4534 3.9076 -6.7248
O: 2.7953 -3.5841 -0.6411
N: 1.2854 2.5548 -2.6504
N: -0.7866 -0.3495 -6.4052
N: -1.1688 -1.8014 -0.6088
N: 3.0673 -2.7634 3.3471
C: -5.1904 2.4651 -2.2179
C: 3.4006 5.9403 -1.2267
C: 0.7670 2.6099 -3.8181
C: -0.6227 1.5239 -0.8057
C: 2.5953 6.0631 -2.3557
C: 2.2155 -0.5314 3.0206
C: -0.9802 0.9564 -6.6353
C: 1.9456 0.7555 3.5005
C: 2.7433 3.6083 -0.9975
C: 0.0794 0.2147 -4.2351
C: 0.0371 -2.1766 -5.0506
C: 2.9749 -1.2089 5.2262
C: -1.3474 1.7978 2.5557
C: -3.6786 1.6942 -0.4723
C: -0.9709 -2.3809 0.7183
C: 3.5386 -2.2685 6.1304
C: -2.1739 -3.9653 -1.3612
C: -1.9780 -3.4770 1.0792
C: 2.7446 -1.5098 3.8705
C: -2.2070 1.0462 4.6737
C: -1.1563 -2.8544 -1.6241
C: 3.5471 -3.8709 4.2081
C: -2.8515 -0.0575 2.6385
C: -0.5510 1.9434 -5.7819
C: 1.8968 4.9630 -2.8085
C: 1.9858 3.7205 -2.1700
C: 3.0462 -5.2189 3.7018
C: -5.6186 3.0575 0.0658
C: 3.0001 -2.9477 2.0132
C: -5.9757 3.1130 -1.2729
C: -4.0587 1.7696 -1.8175
C: -0.7529 3.3825 -6.1620
C: 0.0514 1.5695 -4.5617
C: -0.2563 -0.7187 -5.2553
C: -2.9220 0.0503 4.0204
C: 3.0986 -3.6365 5.6413
C: 2.6836 0.0552 5.6854
C: -2.0620 0.8088 1.8774
C: 2.5292 -2.0391 1.1190
C: 3.4596 4.7355 -0.5629
C: 1.9849 -0.8118 1.5993
C: -4.4846 2.3546 0.4571
C: 2.4584 -2.4498 -0.3289
C: -1.9424 -4.5761 0.0191
C: -1.4212 1.9218 3.9385
C: 2.1876 1.0203 4.8158
C: -2.3674 -0.9610 -0.6829
H: -1.4729 1.2147 -7.5664
H: 3.5628 -5.5556 2.8058
H: -2.0934 -4.7241 -2.1441
H: -0.9516 -5.0462 0.0322
H: 3.2056 -5.9690 4.4766
H: -1.3320 -2.3825 -2.5873
H: -3.1894 -3.5564 -1.4132
H: 1.9782 -5.1699 3.4841
H: 3.3277 -3.9002 1.6218
H: -6.2241 3.5631 0.8086
H: -2.2611 1.1383 5.7515
H: -0.7153 2.4774 1.9953
H: 2.5072 7.0088 -2.8742
H: -4.2245 2.3209 1.5091
H: -1.0439 3.9698 -5.2843
H: 4.6427 -3.8580 4.1819
H: 4.0573 4.6313 0.3333
H: 0.7844 -2.3200 -4.2727
H: -0.9778 -1.5812 1.4595
H: -1.0167 1.9229 -1.7518
H: 0.0238 -2.8337 0.7330
H: 4.6327 -2.2175 6.1269
H: -3.5359 -0.6391 4.5875
H: -2.9896 -3.0642 1.1456
H: 3.9614 6.7905 -0.8584
H: 0.9204 3.4996 -4.4170
H: 0.2639 4.7829 -7.0766
H: -2.6747 -5.3584 0.2352
H: 3.5151 -4.4304 6.2623
H: -1.5712 3.4424 -6.8862
H: -0.8567 2.6962 4.4424
H: -3.2634 -1.4356 -0.2532
H: 2.8517 0.3117 6.7241
H: 1.2615 5.0938 -3.6720
H: -0.8654 -2.7211 -4.7649
H: -0.1481 -3.2759 -1.6570
H: -0.2748 2.4000 -0.2423
H: 0.3922 -2.5966 -5.9907
H: -5.4583 2.5054 -3.2669
H: -3.4221 -0.8364 2.1428
H: 2.0077 -3.7148 5.6884
H: 1.5805 1.5059 2.8129
H: -3.4510 1.2854 -2.5759
H: -2.6049 -0.8089 -1.7417
H: -6.8589 3.6598 -1.5802
H: -1.7350 -3.8737 2.0697
H: 3.2142 -2.0926 7.1566

## Properties
Relative energy (zero: lowest compared OMol25 entry of this formula, charge and spin) (kcal/mol): 1.3
HOMO energy (hartree): -0.15739
Orbital gap (eV): 6.15
Multiplicity: 1
Net charge: -1

Atomic partial charges in e from the Löwdin method, atoms 1 to 6: 1.218, 0.101, 0.564, 0.606, 0.056, -0.229


Q: Which of these has the highest multiplicity?
A: C2H7NO2


Q: multiplicity of number 4 (C47H47FHfIN4O5SSi)?
A: 1


Q: What is the formula in the second record?
A: C68H187N24O9P7